10
Properties=species:S:1:pos:R:3:forces:R:3:lowdin_charge:R:1 method="wB97M-V/def2-TZVPD" de_lowest_kcal_mol=92.4 smiles="C=C=C=O.C=S" mol_weight_g_mol=100.1 orbital_gap_ha=0.294 fmax_ha_per_bohr=0.0704
C -1.1033 -0.1677 -0.0151 -1.2513 0.2118 -0.2518 -0.158
C -1.0054 -1.4297 0.0190 -0.0663 -1.2224 -0.7310 -0.252
C -1.2351 1.0401 0.4392 2.5028 0.6365 2.5362 0.035
C 1.5798 -0.0066 -0.4890 1.2162 0.1577 0.7909 -0.591
O -1.0258 -2.5814 -0.1622 0.1738 -0.2655 0.3848 0.165
S 2.6433 -0.2219 0.7334 -0.9955 -0.6326 -0.9371 0.602
H -0.5175 1.2329 1.3740 -1.9731 0.3987 -1.8648 0.127
H -1.8164 1.8084 -0.0475 0.0217 0.2345 0.1521 0.065
H 0.9411 -0.6997 -1.0725 0.9066 0.1189 0.5485 0.020
H 1.5394 1.0258 -0.7795 -0.5349 0.3625 -0.6279 -0.012

=====

17
Properties=species:S:1:pos:R:3:forces:R:3:lowdin_charge:R:1 method="wB97M-V/def2-TZVPD" de_lowest_kcal_mol=86.0 smiles=OC(O)NSC1CC1 mol_weight_g_mol=135.2 orbital_gap_ha=0.333 fmax_ha_per_bohr=0.0783
C 1.1723 -1.9866 0.7436 0.0095 0.1068 -3.9198 -0.128
C 0.0599 -1.8904 -0.3073 0.7489 0.4696 0.7458 -0.184
C 0.6591 -0.6536 0.2816 2.1855 0.9665 -1.1409 -0.614
C -2.0318 1.5774 -0.3915 1.3080 2.3952 2.9626 -0.497
N -0.5820 1.6648 0.6718 -2.5852 -0.4258 -1.4998 -0.318
O -2.0106 2.7580 -1.0513 -0.3224 0.2368 -0.4125 0.034
O -1.7500 0.5241 -1.1113 0.7667 -2.7587 -0.4550 0.007
S -0.3594 0.1768 1.4440 -0.2386 0.1321 1.0488 0.882
H 1.0852 -2.3251 1.7022 -0.5535 -0.7727 2.3401 0.062
H 1.9782 -2.4284 0.1354 0.2234 0.6341 1.0282 0.113
H 0.3263 -2.2153 -1.2568 0.9459 -0.3226 -1.6327 0.082
H -0.9642 -2.0651 -0.2212 -1.5920 -0.3121 1.1040 0.078
H 1.3378 0.0960 -0.2805 -1.2277 -1.4854 0.8005 0.146
H -3.0276 1.5979 0.1245 1.0670 -0.4571 0.3275 0.161
H -0.7171 2.3110 1.4356 -0.1918 0.5076 0.0116 0.019
H -1.2609 2.7697 -1.6488 0.3890 -0.0375 -0.1820 0.106
H -1.3217 -0.1696 -0.5017 -0.9327 1.1231 -1.1263 0.052

=====

34
Properties=species:S:1:pos:R:3:forces:R:3:lowdin_charge:R:1 method="wB97M-V/def2-TZVPD" mol_weight_g_mol=348.0 orbital_gap_ha="0.309 / 0.309" charge=+1 fmax_ha_per_bohr=0.0046
Ni -0.3132 -0.3429 -0.5236 -0.0792 -0.1101 0.1253 0.267
S -2.2194 -0.8354 -1.4867 0.0702 0.0556 0.0734 0.742
C -1.1252 -1.9479 -2.2546 -0.0817 -0.1380 -0.1718 -0.706
C -1.3745 -2.9083 -3.2296 -0.0332 0.0638 0.0621 -0.058
C -0.3105 -3.6610 -3.6775 0.0971 -0.0239 -0.0041 -0.040
C 0.9673 -3.4474 -3.1571 -0.0498 -0.0471 -0.0446 -0.050
C 1.1388 -2.4798 -2.1949 -0.1036 0.0728 0.0478 -0.105
N 0.1033 -1.7497 -1.7563 0.1480 0.0157 -0.0557 -0.069
H -2.3768 -3.0414 -3.6104 0.0049 -0.0027 0.0007 0.117
H -0.4655 -4.4175 -4.4358 0.0045 0.0021 0.0024 0.119
H 1.8148 -4.0238 -3.4968 -0.0058 -0.0027 -0.0037 0.110
H 2.1011 -2.2657 -1.7591 0.0203 0.0125 0.0108 0.085
N 4.8226 -0.3317 0.3995 -0.0243 0.1016 -0.1092 0.159
N 3.4912 -0.0593 0.6083 0.0014 -0.0101 0.0249 -0.268
N 3.0946 0.7923 1.5223 -0.0933 -0.0169 -0.0248 0.159
C 1.7882 0.8161 1.3022 -0.0010 0.0126 0.1052 -0.148
N 1.4452 0.0041 0.2964 0.1398 -0.0798 -0.1375 -0.027
N 2.5666 -0.5517 -0.1439 -0.0944 0.0659 0.0198 0.115
H 5.3167 -0.1335 1.2605 0.0427 -0.0641 0.0303 0.114
H 4.9165 -1.2945 0.1022 0.0573 -0.0492 0.0605 0.112
H 1.0995 1.4040 1.8814 0.0011 0.0254 -0.0265 0.117
N -2.8855 3.7290 3.1396 -0.0079 -0.0215 -0.0184 0.154
C -2.3233 2.8230 2.3145 -0.0059 0.0524 0.0087 -0.300
C -2.3173 1.4522 2.6233 -0.0015 -0.0203 -0.0046 0.009
C -1.7261 0.5679 1.7589 0.0018 0.0142 -0.0133 -0.114
N -1.1231 0.9472 0.6193 -0.0358 0.1028 0.0318 -0.118
C -1.1387 2.2540 0.3093 0.0030 0.0174 -0.0207 -0.114
C -1.7075 3.2089 1.1108 -0.0199 -0.0133 0.0112 0.008
H -3.4030 3.4343 3.9481 0.0048 0.0017 0.0033 0.116
H -2.9692 4.6911 2.8646 0.0070 0.0014 0.0022 0.116
H -2.7867 1.0854 3.5258 0.0003 -0.0030 -0.0037 0.122
H -1.7339 -0.4941 1.9651 0.0151 -0.0041 0.0087 0.125
H -0.6762 2.5302 -0.6296 0.0144 -0.0078 0.0101 0.128
H -1.6907 4.2456 0.8038 0.0035 -0.0033 -0.0007 0.122

=====

14
Properties=species:S:1:pos:R:3:forces:R:3:lowdin_charge:R:1 method="wB97M-V/def2-TZVPD" de_lowest_kcal_mol=122.2 mol_weight_g_mol=84.1 orbital_gap_ha=0.325 fmax_ha_per_bohr=0.0096
C -1.7005 -0.2052 0.3598 0.0278 -0.0353 -0.0360 -0.004
C -0.2346 0.0905 0.2232 -0.1318 0.0067 -0.1158 -0.518
C 0.3410 1.0200 -0.8018 -0.0161 0.1692 0.0026 -0.041
C 0.7685 -0.4236 -0.7749 0.0994 -0.2137 -0.0566 -0.284
C 1.8352 -0.8053 0.1981 0.1379 0.0800 -0.3883 0.147
O 0.4971 0.0755 1.4548 0.0704 -0.1659 0.0997 -0.036
H -1.8623 -1.1926 0.8047 0.0383 0.1212 -0.0676 0.086
H -2.1764 0.5422 1.0058 0.1161 -0.0884 -0.0935 0.090
H -2.1948 -0.1782 -0.6160 0.0985 -0.0034 0.1215 0.087
H 1.0450 1.7839 -0.4781 -0.0690 -0.1468 -0.0166 0.115
H -0.3405 1.3202 -1.5943 0.0812 -0.0554 0.1593 0.109
H 0.5141 -1.1230 -1.5674 -0.0152 0.1185 0.1288 0.135
H 2.6319 -0.0476 0.2664 -0.1373 -0.0120 -0.0584 0.041
H 0.8764 -0.8567 1.5195 -0.3001 0.2253 0.3210 0.073

=====

23
Properties=species:S:1:pos:R:3:forces:R:3:lowdin_charge:R:1 method="wB97M-V/def2-TZVPD" de_lowest_kcal_mol=25.2 mol_weight_g_mol=199.2 orbital_gap_ha="0.295 / 0.295" charge=+1 fmax_ha_per_bohr=0.0908
C 1.4303 0.4412 -0.5692 -1.2565 0.2172 0.3114 -0.129
C -2.8813 -1.4222 0.6627 1.6846 -1.1881 1.6908 -0.015
C -1.3402 -1.2387 0.4463 -2.4068 -1.2942 -3.7842 -0.107
C -1.1824 -0.0236 -0.3473 2.2221 3.4011 -0.6612 -0.106
C -1.1763 1.4070 0.4002 0.4055 -0.6269 -1.6198 -0.588
N 4.2868 -0.4340 0.9761 0.8508 0.4919 -0.3892 0.086
N 3.7605 0.1767 0.0491 -1.1512 -0.6853 1.0545 -0.010
N 2.3563 -0.0408 0.2547 0.8881 1.2280 -1.9438 -0.014
N 1.7708 1.2923 -1.5211 0.4406 -0.1216 -0.2650 0.137
O -1.3455 0.1707 -1.6497 -0.8215 -0.7985 2.2631 0.176
F -0.6823 2.3474 -0.4152 -0.6617 -0.2542 -0.0130 0.161
F -0.3547 1.3071 1.4046 -0.0325 0.1174 1.6365 0.184
F -2.4076 1.7847 0.7775 0.6538 -0.5425 -0.0479 0.187
H -3.2893 -1.8039 -0.1805 -1.1928 -1.6685 -2.7754 0.048
H -2.9806 -2.1746 1.4578 -0.1887 0.4543 -0.1847 0.117
H -3.4744 -0.5905 0.8160 -0.7056 2.0707 1.0738 0.066
H -1.0586 -2.2091 -0.0931 0.3828 1.6053 1.0097 0.180
H -0.9960 -1.0393 1.3748 1.9229 0.1221 2.7743 0.088
H 5.2914 -0.2937 0.8782 0.3077 -0.1010 0.0423 0.081
H 2.2507 -0.4870 1.1427 -0.8646 -0.5625 0.3467 0.113
H 1.2239 1.7613 -2.2048 -2.0955 -0.5071 0.0733 0.102
H 2.6500 1.6742 -1.7808 1.8479 -0.4821 0.9330 0.101
H -1.8515 -0.6054 -1.8788 -0.2296 -0.8756 -1.5254 0.144

=====

132
Properties=species:S:1:pos:R:3:forces:R:3:lowdin_charge:R:1 method="wB97M-V/def2-TZVPD" de_lowest_kcal_mol=25.4 mol_weight_g_mol=894.7 orbital_gap_ha=0.187 charge=-1 fmax_ha_per_bohr=0.0291
C 9.4440 -2.6904 -0.9194 -0.7864 -0.2327 0.8170 -0.080
C 8.1932 -1.9260 -0.3306 1.2394 0.8185 0.1839 -0.422
C 8.6731 -1.2477 1.0044 -0.2857 -0.9361 -1.0893 -0.097
C 7.6951 -0.7782 -1.2569 0.1853 -0.7999 -1.0612 -0.310
C 6.4084 -1.1058 -2.0618 -0.0221 0.5967 0.5041 -0.299
In 4.5702 -1.4808 -0.8178 -0.5875 0.0813 -1.0248 0.400
C 2.9195 -2.0236 -2.2910 0.4698 -0.4729 0.6200 -0.300
C 1.7477 -2.8241 -1.6407 -0.0944 1.2167 -0.6426 -0.347
C 1.3434 -2.3239 -0.2344 -0.5866 -0.9484 -0.0739 -0.225
C 0.1754 -3.1878 0.3963 0.9407 0.2385 0.4113 -0.262
N -0.0991 -4.4263 -0.3454 -0.5173 0.5841 -0.2369 -0.017
P 3.7369 0.6556 0.3681 -0.4668 -0.3763 -0.0697 0.692
N 5.1124 1.7784 0.5086 -0.3092 -0.2452 0.2035 -0.281
O 3.2019 0.2560 1.9587 0.5303 0.9296 -0.7893 -0.432
P 4.8654 -3.3404 0.9194 0.8896 -0.3847 0.9486 0.311
O 3.9733 -3.0146 2.3446 -0.7693 -0.3688 -1.1729 -0.516
Br 3.8758 -5.2665 0.1529 -0.0980 0.3940 0.2792 0.116
H 9.7630 -2.2946 -1.8906 -0.0131 -0.2153 0.2362 0.062
H 10.2575 -2.6316 -0.1753 -0.0185 0.0877 -0.5442 0.056
H 9.1933 -3.7635 -0.9787 0.2275 0.3574 -0.3663 0.067
H 7.4296 -2.6938 -0.1466 -0.0686 0.5330 0.0984 0.055
H 9.1425 -2.0289 1.6201 -0.2389 0.4393 0.2451 0.065
H 9.4440 -0.5210 0.6959 -0.2916 -0.0762 0.3904 0.078
H 7.8242 -0.7527 1.4927 0.3610 -0.0706 0.1139 0.067
H 7.6079 0.1750 -0.7085 -0.3447 -0.4423 -0.0424 0.085
H 8.5094 -0.6015 -1.9969 -0.1998 0.0757 0.3906 0.088
H 6.1998 -0.2188 -2.6956 -0.1653 -0.4090 0.2248 0.027
H 6.5223 -1.9519 -2.7620 0.2190 0.1769 0.3462 0.028
H 3.3992 -2.6939 -3.0316 -0.1347 0.4446 0.1346 0.018
H 2.6046 -1.1079 -2.8191 -0.0756 -0.2923 0.2182 0.017
H 0.8561 -2.6836 -2.2867 0.2319 -0.3032 0.2807 0.095
H 1.9896 -3.8902 -1.6911 -0.0812 0.2530 0.3808 0.044
H 2.1727 -2.3637 0.4872 -0.0331 0.1728 -0.4009 0.035
H 0.9954 -1.2822 -0.3265 0.2629 -0.2256 0.1215 0.096
H 0.4737 -3.4594 1.4290 -0.1228 0.3912 -0.2339 0.094
H -0.7100 -2.5411 0.4920 -0.0070 -0.5137 -0.2919 0.096
H 0.5480 -5.1604 -0.1000 0.0106 -0.0626 0.0806 0.040
H -1.0462 -4.7321 -0.1843 0.0200 -0.2344 0.1127 0.047
H 4.8536 2.5688 -0.0733 0.0211 0.1616 0.1997 -0.020
H 5.2212 2.1398 1.4507 0.0933 -0.0438 0.0330 0.001
H 3.9549 0.0765 2.5196 0.2130 -0.3998 0.2160 -0.001
H 4.4929 -2.4966 2.9507 0.5414 0.0521 0.2477 -0.008
C -0.8767 -10.7376 0.9208 -0.1018 0.0751 0.0828 -0.083
C 0.1567 -9.6825 0.5621 0.0092 -0.0846 0.0802 -0.279
O -0.2636 -8.3582 0.8280 -0.0778 0.1493 -0.1831 -0.159
C -0.5764 -8.0579 2.1774 0.0176 -0.0258 0.0954 -0.280
C 0.5867 -8.2598 3.1322 0.1433 -0.0624 -0.0475 -0.076
H -1.8104 -10.5531 0.3853 0.0315 -0.0663 -0.0295 0.078
H -0.5109 -11.7313 0.6559 -0.0200 0.0161 -0.0119 0.075
H -1.1048 -10.7411 1.9878 0.0728 -0.0450 0.0126 0.065
H 0.3516 -9.7267 -0.5110 -0.0086 0.1642 -0.0017 0.112
H 1.1114 -9.8849 1.0590 -0.0015 -0.0495 0.0435 0.108
H -1.4531 -8.6319 2.4993 0.0241 -0.0561 0.0465 0.104
H -0.8711 -7.0076 2.1923 0.0307 -0.0152 -0.1706 0.116
H 0.9186 -9.2994 3.1584 -0.0642 -0.0121 0.0679 0.063
H 0.2998 -7.9747 4.1458 -0.0169 0.0205 -0.0307 0.076
H 1.4393 -7.6505 2.8267 -0.0430 0.0276 0.0125 0.084
C 0.5264 2.0537 1.9066 -0.2528 0.0297 0.0878 -0.083
C 0.3325 2.0765 0.4035 0.2740 0.0251 -0.1578 -0.294
O -0.7253 1.2363 -0.0439 -0.0738 -0.1039 -0.1634 -0.159
C -2.0064 1.5351 0.4671 0.0538 -0.0075 -0.0020 -0.288
C -2.4833 2.9362 0.1230 0.0149 0.1407 0.0032 -0.087
H 0.7213 1.0404 2.2489 0.1392 -0.0628 -0.0114 0.070
H 1.3689 2.6861 2.1881 0.0522 -0.0617 -0.0431 0.076
H -0.3587 2.4190 2.4364 0.0531 0.1104 -0.0279 0.061
H 1.2460 1.7146 -0.0938 -0.3900 -0.0362 0.2139 0.045
H 0.1776 3.1015 0.0463 -0.0936 0.0304 0.0938 0.085
H -2.0327 1.3671 1.5496 -0.0371 0.0925 0.0419 0.106
H -2.6880 0.8062 0.0239 0.1097 -0.0552 -0.0467 0.116
H -1.8359 3.7054 0.5480 -0.0602 -0.0034 0.0644 0.064
H -3.4936 3.0988 0.5067 -0.0009 -0.0270 -0.0184 0.067
H -2.4939 3.0788 -0.9601 -0.0232 -0.0326 0.0134 0.081
C -4.7256 6.1389 0.4056 0.0424 0.0866 -0.1243 -0.079
C -3.8588 6.3223 1.6397 -0.1060 -0.0142 -0.0088 -0.280
O -2.6061 6.9278 1.3726 0.1696 -0.1132 0.0448 -0.158
C -2.6504 8.2247 0.8055 -0.0224 0.1002 -0.0162 -0.281
C -3.3674 9.2452 1.6721 -0.0990 -0.0851 0.0869 -0.078
H -4.2000 5.5414 -0.3420 -0.0200 -0.0298 0.0464 0.072
H -5.6570 5.6336 0.6677 0.0397 -0.0215 0.0154 0.077
H -4.9839 7.0926 -0.0580 -0.0680 0.0069 0.0602 0.063
H -3.6356 5.3434 2.0661 0.1576 0.0454 -0.0136 0.111
H -4.3948 6.8832 2.4132 -0.0594 0.0452 -0.0361 0.105
H -3.0909 8.1848 -0.1970 -0.0663 0.0405 0.0043 0.106
H -1.6114 8.5314 0.6743 0.0316 -0.1618 0.0336 0.115
H -4.4150 8.9872 1.8293 -0.0213 0.1092 -0.0641 0.051
H -3.3334 10.2305 1.2031 0.0171 -0.0193 -0.0044 0.075
H -2.8952 9.3099 2.6544 0.0303 0.0148 -0.0354 0.085
C -3.6716 -13.4405 -3.8541 0.1163 -0.0297 -0.0343 -0.082
C -3.8771 -12.4147 -2.7521 -0.0134 0.0007 -0.0859 -0.284
O -2.7590 -12.2645 -1.8969 -0.0055 -0.0809 0.2342 -0.164
C -1.5532 -11.8444 -2.5146 0.0472 0.0950 -0.1375 -0.281
C -1.6590 -10.4954 -3.2037 -0.1222 0.0364 -0.0089 -0.072
H -3.4251 -14.4146 -3.4266 -0.0418 0.0192 0.0015 0.080
H -4.5786 -13.5391 -4.4531 -0.0007 -0.0016 0.0374 0.075
H -2.8586 -13.1612 -4.5255 -0.0575 0.0414 -0.0420 0.064
H -4.7021 -12.7375 -2.1156 0.0936 0.0292 0.1174 0.117
H -4.1685 -11.4456 -3.1701 0.0159 -0.0025 -0.0809 0.107
H -1.1947 -12.6132 -3.2081 -0.0157 0.0280 -0.0609 0.107
H -0.8121 -11.7763 -1.7179 -0.1223 -0.0804 0.0860 0.095
H -2.3853 -10.5068 -4.0180 0.0740 -0.0221 -0.0550 0.065
H -0.6931 -10.2075 -3.6213 -0.0077 -0.0020 0.0338 0.081
H -1.9739 -9.7285 -2.4935 0.0601 -0.0098 0.0059 0.084
C 1.8844 7.2720 -0.8381 -0.1093 -0.0235 0.0118 -0.084
C 3.0162 6.4587 -1.4446 -0.0616 0.0280 0.0011 -0.287
O 2.8363 5.0609 -1.3299 0.1598 -0.0811 0.1044 -0.157
C 1.6776 4.5287 -1.9530 -0.0675 -0.0608 -0.1093 -0.279
C 1.6243 4.7734 -3.4511 0.0870 0.1457 -0.0518 -0.075
H 1.7572 7.0203 0.2166 0.0248 0.0136 -0.0200 0.082
H 2.0984 8.3395 -0.9216 0.0284 -0.0214 0.0145 0.073
H 0.9328 7.0833 -1.3373 0.0185 0.0503 -0.0411 0.063
H 3.9422 6.6882 -0.9152 0.0198 -0.1433 0.0098 0.117
H 3.1800 6.7368 -2.4916 -0.0637 0.0548 -0.0284 0.104
H 0.7760 4.9082 -1.4597 -0.0324 0.0471 -0.0586 0.101
H 1.7004 3.4546 -1.7705 0.1481 0.0481 0.1072 0.110
H 1.5931 5.8378 -3.6930 -0.0932 -0.0087 -0.0050 0.061
H 0.7349 4.3069 -3.8774 0.0218 -0.0264 0.0326 0.078
H 2.5064 4.3521 -3.9369 -0.0349 -0.0407 0.0235 0.083
C -8.7387 9.5869 1.4821 0.0366 0.0809 -0.0993 -0.078
C -7.8800 9.7802 2.7204 -0.1123 -0.0039 -0.0458 -0.278
O -6.6288 10.3909 2.4573 0.1828 -0.1134 0.0601 -0.172
C -6.6708 11.6866 1.8861 -0.0573 0.0602 -0.0255 -0.281
C -7.3902 12.7113 2.7459 -0.0748 -0.0365 0.0980 -0.080
H -8.2068 8.9890 0.7394 -0.0199 -0.0202 0.0414 0.080
H -9.6682 9.0780 1.7422 0.0359 -0.0155 0.0094 0.077
H -8.9998 10.5368 1.0133 -0.0666 0.0006 0.0474 0.065
H -7.6540 8.8041 3.1515 0.1521 0.0536 0.0068 0.118
H -8.4225 10.3409 3.4889 -0.0590 0.0349 -0.0311 0.105
H -7.1056 11.6438 0.8816 -0.0668 0.0407 0.0069 0.108
H -5.6313 11.9931 1.7609 0.0278 -0.1496 0.0389 0.115
H -8.4396 12.4544 2.8981 -0.0132 0.0469 -0.0754 0.065
H -7.3516 13.6942 2.2737 0.0215 -0.0220 0.0000 0.077
H -6.9224 12.7782 3.7298 0.0222 0.0121 -0.0346 0.082